{"formula": "C4H5NO2", "method": "ωB97M-V/def2-TZVPD", "symbols": ["O", "C", "N", "C", "C", "O", "C", "H", "H", "H", "H", "H"], "coordinates": [[0.664289, 2.329977, 0.483915], [0.437348, 1.144724, 0.301410], [1.210222, 0.110285, -0.068286], [0.429780, -1.057966, -0.462910], [-1.022062, -0.643009, -0.135932], [-1.189964, -0.384267, 1.240796], [-0.979193, 0.765281, 0.384102], [2.206709, 0.202318, -0.176525], [0.732673, -1.947564, 0.104628], [0.556611, -1.263714, -1.533108], [-1.834294, -1.164564, -0.643229], [-1.150143, 1.927127, 0.516706]], "forces_ev_per_angstrom": [[1.47, -0.04, -0.06], [0.71, 0.25, 0.07], [0.21, 0.08, 0.05], [-0.16, 0.06, -0.05], [0.04, 0.38, -0.29], [-0.07, 0.65, 0.17], [0.77, 0.48, 0.26], [-0.04, -0.13, -0.05], [-0.21, 0.13, -0.07], [-0.12, 0.03, 0.15], [0.09, 0.37, 0.12], [-2.68, -2.26, -0.30]], "e_above_lowest_kj_mol": 257.7, "energy_ha": -360.571272, "homo_energy_ev": -9.69, "spin_multiplicity": 1, "total_charge": 0, "smiles": "O=C1NC[C@H]2O[C@@H]12", "homo_lumo_gap_ha": 0.38632}